{
  "formula": "C3H5NO2",
  "method": "the ωB97M-V functional and the def2-TZVPD basis",
  "relative_energy_kcal_mol": 69.28,
  "energy_ev": -8774.690,
  "spin_multiplicity": 1,
  "charge": 0,
  "elements": ["O", "C", "C", "N", "C", "O", "H", "H", "H", "H", "H"],
  "coordinates": [[-1.3827, 0.5981, 1.2941], [-1.0685, -0.5862, 0.8893], [0.1400, -0.7576, 0.2038], [0.9488, 0.4425, 0.2861], [1.0723, 0.8770, -0.9569], [0.5382, 0.2960, -1.9503], [-1.8013, -1.3612, 1.1032], [0.6095, -1.7422, 0.2760], [-0.0981, -0.6289, -1.0353], [-0.5359, 1.1224, 1.1018], [1.6536, 1.7905, -1.1218]]
}

{
  "formula": "C3H5NO2",
  "method": "the ωB97M-V functional and the def2-TZVPD basis",
  "relative_energy_kcal_mol": 76.26,
  "energy_ev": -8774.388,
  "smiles": "CNC(=O)C=O",
  "spin_multiplicity": 1,
  "charge": 0,
  "elements": ["C", "N", "C", "O", "C", "O", "H", "H", "H", "H", "H"],
  "coordinates": [[-1.0114, 1.3732, -0.0363], [0.0428, 0.3955, -0.1060], [-0.1026, -0.8900, 0.1768], [-1.1267, -1.4803, 0.5096], [1.6228, -1.6173, -0.0350], [2.5101, -0.8791, -0.3363], [-1.9315, 0.8397, 0.2111], [-0.8079, 2.1159, 0.7415], [-1.1347, 1.8796, -0.9976], [0.9902, 0.6546, -0.3542], [0.9487, -2.3917, 0.2265]]
}

{
  "formula": "C3H5NO2",
  "method": "the ωB97M-V functional and the def2-TZVPD basis",
  "relative_energy_kcal_mol": 78.83,
  "energy_ev": -8774.276,
  "smiles": "N[C@@H]1O[C@]12CO2",
  "spin_multiplicity": 1,
  "charge": 0,
  "elements": ["N", "C", "C", "O", "C", "O", "H", "H", "H", "H", "H"],
  "coordinates": [[-1.0191, -1.4282, 0.6583], [-0.0892, -0.9076, -0.2270], [0.2639, 1.7895, -0.2080], [0.9222, 1.1008, -1.2965], [0.5340, 0.3753, -0.1796], [1.3243, -0.5376, 0.4397], [-0.7688, -1.2141, 1.6154], [-1.1894, -2.4182, 0.5285], [-0.1217, -1.3594, -1.2227], [-0.7511, 2.1118, -0.4387], [0.8949, 2.4877, 0.3305]]
}

{
  "formula": "C3H5NO2",
  "method": "the ωB97M-V functional and the def2-TZVPD basis",
  "relative_energy_kcal_mol": 40.79,
  "energy_ev": -8775.926,
  "spin_multiplicity": 1,
  "charge": 0,
  "elements": ["O", "C", "C", "N", "C", "O", "H", "H", "H", "H", "H"],
  "coordinates": [[1.7804, -1.3549, -0.3254], [1.5872, -0.3940, 0.3811], [0.4053, 0.5373, 0.2098], [-0.4322, 0.0489, -0.8390], [-2.6697, -0.4354, -0.1422], [-2.5204, -0.3648, 0.9878], [2.2926, -0.1452, 1.1996], [-0.1248, 0.5697, 1.1825], [0.8134, 1.5523, 0.0587], [-0.0121, -0.6497, -1.4302], [-1.1197, 0.6358, -1.2828]]
}

{
  "formula": "C3H5NO2",
  "method": "the ωB97M-V functional and the def2-TZVPD basis",
  "relative_energy_kcal_mol": 68.70,
  "energy_ev": -8774.715,
  "smiles": "CO[C@H](O)C#N",
  "spin_multiplicity": 1,
  "charge": 0,
  "elements": ["C", "C", "C", "N", "O", "O", "H", "H", "H", "H", "H"],
  "coordinates": [[1.8461, 0.1634, -0.2091], [-1.3304, 0.9933, 0.0901], [0.3587, -0.6917, -0.2007], [2.8585, 0.6869, -0.1887], [0.6033, -1.9623, 0.2115], [-0.5777, -0.0677, 0.5079], [-1.0834, 2.0801, 0.3960], [-2.1879, 0.7527, 0.6130], [-1.4664, 0.9880, -1.0059], [0.2710, -0.8584, -1.3488], [0.7081, -2.0844, 1.1347]]
}

{
  "formula": "C3H5NO2",
  "method": "the ωB97M-V functional and the def2-TZVPD basis",
  "relative_energy_kcal_mol": 5.43,
  "energy_ev": -8777.459,
  "smiles": "CC(=O)C(N)=O",
  "spin_multiplicity": 1,
  "charge": 0,
  "elements": ["C", "C", "O", "C", "O", "N", "H", "H", "H", "H", "H"],
  "coordinates": [[-1.7504, 0.1046, 0.0339], [-0.3366, -0.3969, -0.0355], [-0.1187, -1.5881, -0.1292], [0.8745, 0.5559, -0.0230], [0.7625, 1.7667, -0.0712], [2.0211, -0.1545, 0.0410], [-2.3153, -0.7467, -0.3449], [-2.0630, 0.3040, 1.0676], [-1.9416, 1.0043, -0.5557], [1.9560, -1.1627, -0.0022], [2.9113, 0.3134, 0.0193]]
}